Here is a molecular structure, C19H61BClMnO22P3 from OMol25. Energies are from ωB97M-V/def2-TZVPD.

Its HOMO-LUMO gap (alpha / beta) is 2.464 / 8.899 eV. The value obtained for the HOMO energy (alpha / beta) is -8.515 / -8.834 eV. Its multiplicity is 6. As for the expectation value of S²: 8.753. Its LUMO energy (alpha / beta) is -0.222 / 0.002 hartree. The electronic energy is -138129.69606 eV.

Each line ends with the Löwdin charge.
Element x y z (Å)
Mn (1.470, -1.219, -1.119)  0.57
Cl (3.169, -1.899, 0.497)  -0.02
B (-0.346, -0.621, 0.068)  -0.43
H (0.548, -0.748, 0.869)  0.02
H (-0.492, -1.639, -0.507)  0.01
H (-1.378, -0.275, 0.568)  0.04
H (-0.004, 0.135, -0.771)  0.01
C (4.360, 1.716, 7.454)  -0.08
O (4.231, 1.191, 6.124)  -0.20
P (3.122, 1.760, 5.168)  0.30
O (1.759, 1.693, 5.673)  -0.22
O (3.625, 3.233, 4.869)  -0.20
C (2.955, 3.956, 3.836)  -0.09
O (3.376, 1.033, 3.803)  -0.20
C (2.957, -0.332, 3.621)  -0.10
H (4.325, 0.905, 8.179)  0.09
H (3.613, 2.477, 7.661)  0.09
H (5.369, 2.126, 7.534)  0.09
H (3.155, 5.013, 3.982)  0.09
H (1.877, 3.784, 3.880)  0.08
H (3.322, 3.623, 2.865)  0.08
H (2.384, -0.700, 4.476)  0.09
H (3.830, -0.967, 3.500)  0.08
H (2.314, -0.416, 2.750)  0.04
C (5.564, 0.790, -0.955)  -0.06
O (4.807, 1.604, -1.893)  -0.19
P (3.294, 1.860, -1.597)  0.34
O (2.512, 0.673, -1.256)  -0.26
O (3.304, 2.953, -0.478)  -0.18
C (2.048, 3.584, -0.147)  -0.06
O (2.809, 2.650, -2.866)  -0.18
C (2.881, 2.068, -4.163)  -0.08
H (6.524, 1.272, -0.805)  0.09
H (5.653, -0.220, -1.348)  0.08
H (5.055, 0.713, 0.007)  0.08
H (1.146, 3.033, -0.419)  0.08
H (2.036, 4.575, -0.597)  0.10
H (2.019, 3.678, 0.937)  0.07
H (1.876, 1.825, -4.515)  0.09
H (3.403, 1.105, -4.196)  0.08
H (3.399, 2.734, -4.847)  0.09
C (-6.983, -0.683, -2.823)  -0.11
O (-6.242, 0.505, -2.611)  -0.19
P (-4.815, 0.580, -3.305)  0.33
O (-4.030, -0.645, -3.183)  -0.21
O (-5.097, 1.030, -4.788)  -0.20
C (-5.649, 2.328, -5.036)  -0.08
O (-4.192, 1.852, -2.633)  -0.21
C (-3.571, 1.727, -1.347)  -0.07
H (-6.771, -1.216, -3.761)  0.09
H (-8.047, -0.470, -2.910)  0.09
H (-6.773, -1.424, -2.051)  0.09
H (-5.145, 2.762, -5.896)  0.09
H (-5.511, 3.016, -4.203)  0.08
H (-6.717, 2.246, -5.235)  0.09
H (-2.510, 1.964, -1.419)  0.07
H (-3.669, 0.749, -0.878)  0.08
H (-3.979, 2.485, -0.679)  0.10
C (-0.199, -2.933, 4.068)  -0.23
C (0.628, -3.446, 2.917)  -0.25
O (0.484, -4.833, 2.631)  -0.06
O (-0.031, -3.762, 5.227)  -0.07
H (-1.250, -2.979, 3.749)  0.12
H (0.028, -1.883, 4.279)  0.11
H (1.706, -3.278, 3.002)  0.10
H (0.256, -2.828, 2.091)  0.09
H (0.127, -5.247, 3.425)  0.07
H (-0.768, -3.595, 5.820)  0.08
C (-0.795, -0.303, -3.245)  -0.18
C (-1.202, -0.708, -4.635)  -0.21
O (-0.209, -0.274, -5.588)  -0.07
O (0.618, -0.589, -3.076)  -0.14
H (-1.285, -0.924, -2.503)  0.11
H (-1.017, 0.759, -3.112)  0.13
H (-2.180, -0.363, -4.960)  0.11
H (-1.271, -1.802, -4.701)  0.13
H (-0.660, 0.014, -6.383)  0.09
H (0.981, -0.624, -3.972)  0.07
C (-4.017, -1.774, 1.424)  -0.24
C (-3.511, -2.531, 0.215)  -0.25
O (-2.238, -3.090, 0.484)  -0.09
O (-5.302, -1.192, 1.170)  -0.08
H (-3.332, -0.951, 1.637)  0.11
H (-4.066, -2.384, 2.330)  0.12
H (-3.525, -1.884, -0.668)  0.11
H (-4.176, -3.377, 0.011)  0.12
H (-1.606, -2.356, 0.393)  0.00
H (-5.945, -1.900, 1.077)  0.08
C (-1.342, 2.471, 1.948)  -0.22
C (-0.441, 1.707, 2.896)  -0.23
O (-0.819, 0.332, 2.979)  -0.09
O (-0.962, 2.284, 0.588)  -0.11
H (-1.303, 3.556, 2.077)  0.12
H (-2.388, 2.180, 2.102)  0.12
H (-0.443, 2.122, 3.902)  0.11
H (0.583, 1.752, 2.500)  0.11
H (-0.629, -0.051, 2.109)  -0.01
H (-0.989, 1.347, 0.349)  -0.01
C (2.725, -2.923, -3.484)  -0.19
C (2.209, -3.872, -2.425)  -0.22
O (1.035, -3.319, -1.828)  -0.11
O (3.135, -1.702, -2.833)  -0.13
H (1.961, -2.725, -4.240)  0.12
H (3.594, -3.372, -3.966)  0.13
H (2.978, -4.109, -1.690)  0.11
H (1.943, -4.781, -2.982)  0.13
H (0.699, -3.926, -1.155)  0.13
H (4.041, -1.465, -3.040)  0.10

Here is a molecular structure, C3H3O3Pr from OMol25. Energies are from ωB97M-V/def2-TZVPD.

Its HOMO-LUMO gap (alpha / beta) is 5.388 / 5.387 eV. The value obtained for the HOMO energy (alpha / beta) is -10.763 / -10.797 eV. The calculation puts the energy above the lowest of the compared OMol25 structures with the same formula, charge and spin at 0.0316 eV. Its multiplicity is 4. As for the expectation value of S²: 3.753. Its net charge is +1. Its LUMO energy (alpha / beta) is -0.198 / -0.199 hartree. The electronic energy is -23362.85475 eV.

Each line ends with the Löwdin charge.
Element x y z (Å)
C (1.532, 0.818, 1.104)  0.01
C (0.749, -0.275, 1.184)  -0.43
O (-0.286, -0.543, 0.410)  -0.41
Pr (-2.200, -2.143, 0.292)  1.60
H (1.417, 1.540, 0.292)  0.06
H (2.377, 0.925, 1.783)  0.05
H (0.977, -1.024, 1.961)  0.10
O (-2.316, -0.575, -2.085)  0.10
C (-1.511, 0.258, -2.273)  -0.36
O (-0.739, 1.020, -2.668)  0.29

Here is a molecular structure, C19H8BrCl6F3NO6Rh from OMol25. Energies are from ωB97M-V/def2-TZVPD.

Its HOMO-LUMO gap (alpha / beta) is 8.326 / 5.499 eV. The value obtained for the HOMO energy (alpha / beta) is -9.235 / -9.223 eV. Its multiplicity is 5. As for the expectation value of S²: 6.010. Its LUMO energy (alpha / beta) is -0.033 / -0.137 hartree. The electronic energy is -189935.34392 eV.

Each line ends with the Löwdin charge.
Element x y z (Å)
Rh (-0.219, 0.261, 0.382)  1.25
O (-3.283, -0.738, 2.435)  -0.24
Cl (-2.738, 0.400, 1.839)  0.65
O (-3.543, 1.537, 1.980)  -0.25
O (-1.420, 0.674, 2.367)  -0.39
O (-2.521, 0.144, 0.414)  -0.42
Cl (-0.516, -3.572, 0.375)  0.73
C (0.542, -2.816, 1.495)  -0.70
C (0.744, -1.446, 1.420)  -0.24
C (1.590, -0.856, 2.346)  -0.69
Cl (1.738, 0.858, 2.203)  0.79
C (2.259, -1.580, 3.324)  -0.71
Cl (3.318, -0.800, 4.415)  0.72
C (2.034, -2.961, 3.392)  -0.70
Cl (2.810, -3.884, 4.604)  0.71
C (1.172, -3.581, 2.485)  -0.70
Cl (0.890, -5.266, 2.585)  0.71
F (1.077, -3.685, -5.455)  0.16
C (0.095, -3.941, -4.578)  -0.59
F (-1.023, -4.117, -5.285)  0.16
F (0.392, -5.121, -4.014)  0.16
C (-0.023, -2.847, -3.545)  -0.09
C (1.121, -2.465, -2.854)  0.03
C (1.004, -1.474, -1.898)  -0.12
N (-0.159, -0.900, -1.614)  -0.03
C (-1.251, -1.252, -2.276)  -0.10
C (-1.231, -2.227, -3.264)  0.04
H (2.072, -2.926, -3.060)  0.13
H (1.867, -1.124, -1.352)  0.12
H (-2.166, -0.742, -2.006)  0.12
H (-2.131, -2.490, -3.796)  0.13
Br (-2.494, 6.458, 2.374)  0.75
C (-1.320, 5.312, 1.428)  -0.67
C (-1.803, 4.108, 0.939)  -0.11
C (-0.940, 3.273, 0.248)  -0.06
C (0.390, 3.639, 0.077)  -0.14
C (0.851, 4.866, 0.538)  -0.01
C (-0.009, 5.711, 1.212)  -0.11
C (1.377, 2.745, -0.702)  -0.63
O (2.342, 3.292, -1.191)  0.09
O (1.072, 1.521, -0.774)  -0.13
H (-2.833, 3.821, 1.086)  0.09
H (-1.340, 2.361, -0.200)  0.09
H (1.873, 5.151, 0.349)  0.12
H (0.332, 6.675, 1.552)  0.10